# C5H10N2O

C5H10N2O in the gas phase in a non-equilibrium geometry (the ωB97M-V functional and the def2-TZVPD basis, OMol25).

```
18
Properties=species:S:1:pos:R:3:forces:R:3
C 3.1713 -0.0877 0.5166 -0.24 2.30 4.07
C 2.0005 -0.6585 -0.4036 4.87 -0.68 -2.85
C 0.0264 0.3362 -0.2964 -0.13 -0.64 2.57
C -1.0231 1.3339 -0.2017 -1.42 -2.24 0.48
C -2.2773 0.8900 0.0430 -1.65 1.11 0.26
H 3.5561 0.9836 0.2077 -1.19 -2.19 -0.04
H 2.7866 0.1901 1.7029 0.54 -0.79 -3.22
H 4.1380 -0.6018 0.8014 -1.36 -0.36 -1.07
H 1.4188 -1.6251 -0.1807 0.92 1.75 0.43
H 2.7999 -1.0733 -1.3812 -2.77 1.35 2.23
H -0.1995 -0.6113 0.6029 0.57 2.13 -3.00
H -0.8583 2.3481 -0.0587 0.70 1.60 0.15
H -3.1380 1.5209 0.5333 1.87 -0.99 -1.27
H -2.3505 -1.3358 -0.6275 -0.76 4.41 1.17
H -4.3320 -1.2696 -0.3700 -0.78 1.07 1.46
N 1.1851 0.5189 -0.7927 -0.59 -2.75 0.68
N -2.8376 -0.2822 -0.3933 0.99 -3.48 -0.27
O -4.0666 -0.5763 0.2980 0.43 -1.60 -1.79
```
Forces are in eV/Å.

As for the spin multiplicity: 1. The energy above the lowest of the compared OMol25 structures with the same formula, charge and spin comes out at 678.3 kJ/mol.

Want to see where the charge sits? The Mulliken charges in e are: -0.926 -0.283 0.113 -0.723 0.025 0.272 0.197 0.347 0.317 0.213 0.156 0.391 0.316 0.342 0.346 -0.491 -0.217 -0.397

---

# C5H10N2O

2 unconnected molecules or ions with the total composition C5H10N2O in a non-equilibrium geometry (the ωB97M-V functional and the def2-TZVPD basis, OMol25).

```
18
Properties=species:S:1:pos:R:3:forces:R:3
O 0.8419 0.7174 0.7514 0.96 0.81 0.85
C 1.9848 1.3790 0.2467 0.39 0.17 -0.72
C 0.7906 0.8209 2.1604 -0.47 -0.23 0.65
H 1.9785 1.2696 -0.8509 -0.03 0.03 0.48
H 2.9163 0.9374 0.6389 -0.31 0.06 -0.04
H 1.9740 2.4540 0.4931 -0.09 -0.31 -0.01
H 1.6711 0.3555 2.6345 -0.19 0.11 -0.22
H 0.7288 1.8721 2.4887 0.03 -0.25 -0.19
H -0.1144 0.2916 2.5031 0.38 0.22 -0.18
N -1.6077 -2.4442 -1.7382 0.34 0.25 0.29
C -0.6169 -2.0121 -0.9743 -0.53 0.27 -0.26
C -2.4137 -1.3486 -1.9358 -0.12 0.26 0.00
C -1.9054 -0.2449 -1.2855 -0.08 -0.38 -0.16
N -0.7578 -0.6889 -0.6773 -0.21 -0.49 -0.27
H 0.2200 -2.6082 -0.6105 -0.34 0.22 -0.15
H -3.3207 -1.4094 -2.5371 0.37 0.00 0.24
H -2.2470 0.7869 -1.2030 0.15 -0.49 -0.05
H -0.1224 -0.1281 -0.1042 -0.26 -0.26 -0.24
```
Forces are in eV/Å.

As for the spin multiplicity: 1. The energy above the lowest of the compared OMol25 structures with the same formula, charge and spin comes out at 126.2 kJ/mol.

Want to see where the charge sits? The Mulliken charges in e are: -0.458 -0.724 -0.726 0.295 0.281 0.276 0.281 0.276 0.295 -0.646 -0.089 -0.571 -0.152 -0.003 0.355 0.347 0.370 0.594

---

# C5H10N2O

2 unconnected molecules or ions with the total composition C5H10N2O in a non-equilibrium geometry (the ωB97M-V functional and the def2-TZVPD basis, OMol25).

```
18
Properties=species:S:1:pos:R:3:forces:R:3
C -3.3305 -0.8338 0.2703 1.74 0.01 -0.61
O -3.7952 0.4608 0.5636 -0.28 0.17 -0.20
H -3.1379 1.1204 0.3388 0.09 -0.03 -0.14
H -3.5135 -1.4382 1.1220 -0.67 -0.87 0.56
H -3.6541 -1.2806 -0.6738 -0.82 0.22 0.18
H -2.2360 -0.9053 0.1463 -0.08 0.48 0.24
C 0.3565 -0.0973 -1.4614 -2.28 -1.23 -0.49
C 1.3345 0.3144 -0.4314 0.96 -1.09 -0.64
C 3.1228 1.2329 0.3109 -0.22 0.38 -0.38
C 1.6221 -0.3169 0.7565 -0.80 0.75 -0.05
N 2.3035 1.2371 -0.7059 -0.11 0.38 -0.31
N 2.7320 0.3292 1.2320 0.49 -0.23 0.58
H 3.9493 1.9250 0.3868 0.10 -0.34 0.30
H 0.4042 0.3025 -2.4762 0.39 0.82 0.52
H -0.6761 0.0151 -1.0867 0.20 0.64 -0.23
H 3.2437 0.0648 2.0524 0.01 0.09 0.16
H 1.0083 -0.9577 1.3715 0.33 -0.23 -0.12
H 0.2666 -1.1723 -1.7158 0.94 0.07 0.63
```
Forces are in eV/Å.

As for the spin multiplicity: 1. The energy above the lowest of the compared OMol25 structures with the same formula, charge and spin comes out at 137.9 kJ/mol.

Want to see where the charge sits? The Mulliken charges in e are: -0.291 -0.496 0.319 0.265 0.259 -0.040 -0.940 0.741 -0.217 -0.484 -0.618 -0.058 0.408 0.343 0.005 0.178 0.342 0.285

---

# C5H10N2O

2 unconnected molecules or ions with the total composition C5H10N2O (the ωB97M-V functional and the def2-TZVPD basis, OMol25).

```
18
Properties=species:S:1:pos:R:3:forces:R:3
C -0.3700 1.5217 -2.7084 -0.09 0.00 0.47
C 0.2680 2.0435 0.7605 -0.03 -0.20 0.27
C -0.9342 0.5913 -0.3758 0.16 -0.30 0.63
C -0.3272 1.4798 -1.2093 0.10 -0.32 -0.53
N -0.5243 0.9556 0.8948 -0.20 0.15 0.28
N 0.4289 2.3723 -0.4909 0.08 0.38 0.03
H -0.8642 0.6441 1.7935 -0.01 -0.26 -0.40
H 0.6913 2.4991 1.6449 0.10 0.22 -0.26
H -1.4812 -0.3234 -0.5257 -0.17 0.14 -0.17
H 0.6182 1.7739 -3.0802 0.02 0.15 -0.14
H -1.0993 2.2653 -3.0339 0.14 0.02 -0.17
H -0.6517 0.5543 -3.1174 -0.09 -0.05 -0.02
C 1.0200 -2.5666 1.4868 0.17 -0.15 -0.37
O -0.2798 -3.1033 1.3163 -0.45 -0.05 0.47
H -0.6279 -3.4283 2.1630 0.33 0.18 -0.42
H 1.3220 -2.1998 0.5057 -0.02 0.12 0.10
H 1.7383 -3.3330 1.7729 0.08 -0.12 0.15
H 1.0730 -1.7463 2.2031 -0.13 0.08 0.06
```
Forces are in eV/Å.

As for the spin multiplicity: 1. The energy above the lowest of the compared OMol25 structures with the same formula, charge and spin comes out at 86.8 kJ/mol.

Want to see where the charge sits? The Mulliken charges in e are: -1.018 -0.165 -0.606 0.647 -0.043 -0.644 0.208 0.387 0.397 0.306 0.233 0.300 -0.524 -0.508 0.289 0.206 0.309 0.226

---

| no. | HOMO energy (eV) |
| --- | --- |
| 1 | -8.15 |
| 2 | -8.27 |
| 3 | -8.68 |
| 4 | -8.57 |